Below is a molecular structure, C31H57BClO2PSn at a distorted geometry, with properties calculated with ωB97M-V/def2-TZVPD.

Computed properties:
F_max: 2.60 eV Å⁻¹
relative energy (zero: lowest compared OMol25 entry of this formula, charge and spin): 0.343 eV
HOMO level: -0.1925 Ha
orbital gap: 5.8 eV

Each line ends with the Löwdin charge.
Geometry (Å):
1 Sn 0.7093 1.1299 1.5388  0.80
2 P -0.0890 0.6757 -1.7723  1.02
3 Cl 0.3330 3.4595 1.1449  -0.09
4 C -0.6238 0.1881 -0.1305  -0.41
5 H -0.6791 -0.8926 0.0368  -0.02
6 H -1.5946 0.6599 0.0934  0.02
7 C 1.7355 0.8255 -1.8904  -0.38
8 C -0.8794 2.3150 -1.9904  -0.40
9 C 2.2639 0.8892 -3.3330  -0.21
10 H 1.9501 1.7967 -1.4032  0.12
11 C 3.7519 1.2546 -3.3367  -0.19
12 H 2.1376 -0.0907 -3.8162  0.10
13 H 1.7070 1.6191 -3.9368  0.09
14 C 4.5958 0.2970 -2.4866  -0.20
15 H 4.1168 1.2705 -4.3696  0.11
16 H 3.8602 2.2761 -2.9514  0.12
17 C 4.0042 0.0528 -1.0916  -0.19
18 H 4.6739 -0.6643 -3.0117  0.11
19 H 5.6135 0.6941 -2.3918  0.11
20 C 2.5004 -0.2692 -1.1227  -0.25
21 H 4.5467 -0.7596 -0.5918  0.11
22 H 4.1591 0.9517 -0.4783  0.11
23 H 2.3449 -1.2442 -1.6119  0.11
24 H 2.1453 -0.3728 -0.0838  0.01
25 C -0.7665 -0.4840 -3.0124  -0.37
26 C -2.3939 2.1836 -2.2154  -0.20
27 H -0.7156 2.7420 -0.9812  0.03
28 C -3.0651 3.5564 -2.0619  -0.19
29 H -2.5912 1.7979 -3.2280  0.10
30 H -2.8353 1.4623 -1.5125  0.11
31 C -2.4508 4.5965 -3.0080  -0.20
32 H -4.1365 3.4571 -2.2708  0.11
33 H -2.9584 3.9010 -1.0212  0.12
34 C -0.9191 4.6541 -2.9223  -0.19
35 H -2.7488 4.3657 -4.0409  0.11
36 H -2.8658 5.5864 -2.7841  0.11
37 C -0.2413 3.2745 -3.0013  -0.19
38 H -0.5341 5.2896 -3.7282  0.11
39 H -0.6340 5.1264 -1.9696  0.12
40 H -0.3300 2.8758 -4.0258  0.11
41 H 0.8318 3.4035 -2.7967  0.11
42 C -0.0338 -1.8298 -2.9724  -0.20
43 H -1.8038 -0.6462 -2.6592  0.13
44 C -0.7043 -2.8370 -3.9095  -0.19
45 H 1.0155 -1.6932 -3.2838  0.10
46 H -0.0259 -2.2347 -1.9466  0.08
47 C -0.8992 -2.3057 -5.3374  -0.19
48 H -0.0989 -3.7481 -3.9355  0.11
49 H -1.6744 -3.1246 -3.4833  0.11
50 C -1.5107 -0.9032 -5.3812  -0.19
51 H 0.0755 -2.2808 -5.8433  0.11
52 H -1.5338 -2.9969 -5.9042  0.11
53 C -0.8248 0.0865 -4.4379  -0.20
54 H -1.4644 -0.5042 -6.3978  0.11
55 H -2.5750 -0.9550 -5.1221  0.12
56 H 0.1968 0.2891 -4.7953  0.11
57 H -1.3615 1.0455 -4.4558  0.09
58 C -0.5060 -3.2638 0.4852  -0.12
59 C -1.8285 -3.0031 0.2885  -0.11
60 H 0.2018 -3.2315 -0.3476  0.09
61 C -2.8462 -3.1385 1.3804  -0.20
62 H -2.2183 -2.7868 -0.7127  0.09
63 C -2.1959 -3.0848 2.7798  -0.20
64 H -3.6090 -2.3539 1.3000  0.11
65 H -3.3929 -4.0919 1.2875  0.12
66 C -0.9846 -4.0101 2.8552  -0.20
67 H -1.8669 -2.0545 2.9782  0.11
68 H -2.9251 -3.3501 3.5559  0.11
69 C 0.0778 -3.5687 1.8272  -0.19
70 H -0.5536 -4.0066 3.8668  0.10
71 H -1.2950 -5.0403 2.6284  0.11
72 H 0.5732 -2.6594 2.2181  0.11
73 H 0.8601 -4.3382 1.7523  0.11
74 C 1.4408 -1.3375 6.3490  -0.01
75 C 0.4380 -0.5250 5.5643  -0.49
76 C -0.9716 -1.0054 5.9217  -0.01
77 O 0.6454 -0.7479 4.1688  0.04
78 B 0.3925 0.4967 3.6085  -0.83
79 O 0.0762 1.5312 4.4874  0.04
80 C 0.5965 1.0311 5.7093  -0.51
81 C -0.1806 1.6862 6.8268  -0.01
82 C 2.0685 1.4446 5.8559  -0.01
83 H 1.2937 -2.4046 6.1632  0.09
84 H 1.2971 -1.1651 7.4210  0.10
85 H 2.4706 -1.0809 6.0905  0.09
86 H -1.0861 -2.0576 5.6290  0.08
87 H -1.1379 -0.9522 7.0045  0.09
88 H -1.7558 -0.4193 5.4213  0.10
89 H 0.2291 1.3963 7.7997  0.09
90 H -0.0888 2.7742 6.7382  0.10
91 H -1.2408 1.4206 6.8009  0.08
92 H 2.7407 0.9174 5.1636  0.10
93 H 2.1727 2.5232 5.6856  0.10
94 H 2.4027 1.2435 6.8801  0.09

Forces on atoms 1 to 6 (eV/Å):
2.1 -1.1 -1.2
-0.5 0.1 1.0
-0.7 0.8 0.1
0.0 0.7 0.4
0.1 0.4 -0.1
0.2 -0.3 -0.4